# 1
# C5H4O2

C5H4O2 in the gas phase (ωB97M-V/def2-TZVPD, OMol25).

XYZ file:
```
11
Properties=species:S:1:pos:R:3:forces:R:3
C -0.285 1.768 -0.141 -0.20 0.85 -0.15
O 0.811 2.157 0.167 -0.09 -0.26 -0.08
C -2.042 0.107 0.008 1.35 0.15 -0.09
O -4.474 0.060 0.046 0.27 0.15 -0.05
C -3.308 0.146 0.014 -1.25 -0.14 0.06
H -1.067 2.455 -0.523 0.11 0.00 0.09
H 0.895 -0.742 -0.785 0.07 0.00 -0.04
C -0.740 0.360 -0.016 -0.43 -0.62 0.15
C 0.318 -0.672 0.138 0.13 -0.10 0.12
H 1.011 -0.352 0.917 0.07 -0.04 0.00
H -0.100 -1.645 0.377 -0.02 0.02 -0.01
```
Positions in Å, forces in eV/Å.

Output
HOMO level in eV: -9.31
Relative energy (zero: lowest compared OMol25 entry of this formula, charge and spin) in kcal/mol: 45.6
2S+1: 1
LUMO energy in Eh: -0.0558
Frontier orbital gap in eV: 7.79
Charge: 0

=====

# 2
# C5H4O2

2 unconnected molecules or ions with the total composition C5H4O2 (ωB97M-V/def2-TZVPD, OMol25).

XYZ file:
```
11
Properties=species:S:1:pos:R:3:forces:R:3
C -0.267 -1.187 -0.264 -0.16 0.06 0.00
C 0.996 -0.656 0.259 0.08 0.06 0.09
H -0.142 -2.141 -0.776 -0.01 0.19 0.04
C -1.505 -0.695 -0.169 0.13 -0.05 0.05
H -2.340 -1.204 -0.642 0.18 0.02 0.09
O 2.134 1.471 0.824 -0.45 -0.81 -0.14
H -1.738 0.213 0.376 0.03 -0.16 -0.04
C -0.119 1.944 -0.302 -0.68 1.66 -0.41
O -0.286 3.063 -0.289 0.05 -0.92 -0.06
C 1.473 0.554 0.507 0.87 0.08 0.45
H 1.794 -1.361 0.476 -0.03 -0.13 -0.07
```
Positions in Å, forces in eV/Å.

Output
HOMO level in eV: -8.52
Relative energy (zero: lowest compared OMol25 entry of this formula, charge and spin) in kcal/mol: 45.8
2S+1: 1
LUMO energy in Eh: 0.0169
Frontier orbital gap in eV: 8.98
Charge: 0

=====

# 3
# C5H4O2

C5H4O2 in the gas phase (ωB97M-V/def2-TZVPD, OMol25).

XYZ file:
```
11
Properties=species:S:1:pos:R:3:forces:R:3
O -2.299 -0.407 1.407 0.31 0.04 -0.32
H 0.503 2.498 0.150 -0.06 -0.13 -0.14
C -1.316 -0.206 0.746 -0.19 -0.08 0.13
H -0.832 -2.222 0.107 0.02 0.19 0.00
O -0.894 1.121 0.607 0.05 -0.12 0.15
H 2.028 0.844 -0.982 -0.14 -0.01 0.05
C 0.657 -0.833 -0.552 -0.10 0.01 0.08
H 1.279 -1.582 -1.035 -0.11 0.08 0.06
C 1.084 0.539 -0.548 -0.09 0.05 0.09
C -0.491 -1.193 0.060 0.11 0.05 -0.03
C 0.282 1.441 0.041 0.20 -0.08 -0.07
```
Positions in Å, forces in eV/Å.

Output
HOMO level in eV: -9.19
Relative energy (zero: lowest compared OMol25 entry of this formula, charge and spin) in kcal/mol: 0.3
2S+1: 1
LUMO energy in Eh: 0.0070
Frontier orbital gap in eV: 9.38
Charge: 0

=====

# 4
# C5H4O3

C5H4O3 in the gas phase (ωB97M-V/def2-TZVPD, OMol25).

XYZ file:
```
12
Properties=species:S:1:pos:R:3:forces:R:3
H -1.205 1.893 0.803 1.49 2.56 -0.90
H 1.481 2.213 0.307 0.66 -0.67 0.48
C 0.843 -1.655 -0.734 -3.40 4.78 3.64
C -0.515 -1.526 -0.529 0.85 -3.34 -2.50
O -2.045 0.042 0.368 3.43 1.30 -1.03
H -1.273 -2.404 -0.736 1.59 2.25 0.33
C 0.559 1.682 0.542 4.05 -1.73 -2.22
O -0.345 2.564 0.602 -5.95 -2.10 2.09
C 0.468 0.298 0.347 -5.66 5.56 0.83
H 1.446 -2.475 -0.888 1.64 -1.11 -0.51
C -0.831 -0.229 -0.013 -3.39 -1.50 3.02
O 1.419 -0.402 -0.069 4.69 -6.01 -3.23
```
Positions in Å, forces in eV/Å.

Output
HOMO level in eV: -8.41
Relative energy (zero: lowest compared OMol25 entry of this formula, charge and spin) in kcal/mol: 91.5
2S+1: 1
LUMO energy in Eh: -0.0207
Frontier orbital gap in eV: 7.85
Charge: 0